Record 1
Below is a molecular structure, C43H31BrCuF4INO3PS in a non-equilibrium geometry, with properties calculated with the ωB97M-V functional and the def2-TZVPD basis.

Each line ends with the Löwdin charge.
Cartesian coordinates (Å):
Cu  -0.30  -0.33  -0.34  0.44
F  4.75  0.61  5.30  0.16
C  4.16  0.58  4.12  -0.12
C  4.92  0.49  2.95  -0.12
F  6.25  0.48  3.03  0.15
C  4.29  0.41  1.72  -0.22
F  5.03  0.34  0.61  0.12
C  2.90  0.40  1.61  -0.29
P  2.07  0.16  -0.02  1.12
C  2.87  -1.30  -0.75  -0.37
C  3.76  -2.15  -0.11  -0.08
C  4.29  -3.23  -0.81  -0.05
C  3.89  -3.48  -2.11  -0.06
C  2.93  -2.68  -2.72  -0.06
C  2.42  -1.60  -2.03  -0.14
C  2.71  1.61  -0.92  -0.33
C  2.51  2.88  -0.36  -0.08
C  2.90  4.00  -1.06  -0.07
C  3.47  3.88  -2.32  -0.06
C  3.67  2.63  -2.87  -0.06
C  3.30  1.49  -2.18  -0.07
C  2.15  0.57  2.77  -0.54
Br  0.27  0.78  2.68  0.96
C  2.77  0.64  4.02  -0.25
F  2.03  0.75  5.12  0.10
H  4.05  -1.99  0.91  0.11
H  5.02  -3.86  -0.33  0.11
H  4.32  -4.31  -2.65  0.11
H  2.59  -2.91  -3.71  0.11
H  1.66  -0.96  -2.47  0.11
H  2.05  2.97  0.61  0.11
H  2.75  4.98  -0.62  0.11
H  3.75  4.76  -2.87  0.11
H  4.12  2.53  -3.85  0.11
H  3.49  0.52  -2.60  0.10
O  -0.47  1.44  -0.84  -0.58
S  -1.43  2.18  0.09  1.04
C  -0.97  3.87  -0.35  -0.35
C  -0.61  4.22  -1.64  -0.06
C  -0.20  5.52  -1.90  -0.06
C  -0.15  6.45  -0.87  -0.07
C  -0.50  6.09  0.42  -0.06
C  -0.91  4.79  0.69  -0.08
C  -3.03  2.19  -0.72  -0.37
C  -3.18  1.88  -2.06  -0.07
C  -4.44  1.97  -2.63  -0.05
C  -5.52  2.36  -1.85  -0.06
C  -5.36  2.65  -0.51  -0.05
C  -4.11  2.56  0.07  -0.07
H  -0.63  3.48  -2.42  0.11
H  0.08  5.81  -2.90  0.11
H  0.16  7.46  -1.07  0.11
H  -0.44  6.81  1.22  0.11
H  -1.17  4.47  1.68  0.11
H  -2.32  1.56  -2.63  0.11
H  -4.58  1.73  -3.67  0.11
H  -6.50  2.43  -2.30  0.11
H  -6.21  2.94  0.09  0.11
H  -3.96  2.78  1.11  0.12
I  -3.23  -5.14  5.57  0.85
C  -3.17  -3.75  3.97  -0.71
C  -1.99  -3.09  3.70  -0.15
C  -1.94  -2.20  2.64  -0.05
C  -3.07  -1.97  1.87  -0.12
C  -4.25  -2.64  2.15  -0.01
C  -4.31  -3.54  3.20  -0.14
C  -2.98  -1.03  0.69  -0.58
O  -3.80  -1.09  -0.21  0.08
O  -1.96  -0.23  0.73  -0.24
H  -1.12  -3.25  4.31  0.09
H  -1.02  -1.70  2.41  0.05
H  -5.12  -2.46  1.54  0.12
H  -5.22  -4.07  3.43  0.10
C  -1.51  -6.30  -0.85  -0.02
C  -1.12  -4.86  -0.80  -0.23
C  -1.78  -3.91  -1.58  0.02
C  -1.41  -2.59  -1.49  -0.08
N  -0.45  -2.18  -0.66  -0.04
C  0.19  -3.07  0.09  -0.11
C  -0.11  -4.42  0.04  0.02
H  -1.70  -6.61  -1.88  0.09
H  -2.44  -6.43  -0.29  0.10
H  -0.74  -6.92  -0.40  0.09
H  -2.57  -4.20  -2.25  0.13
H  -1.91  -1.82  -2.06  0.13
H  0.97  -2.69  0.73  0.12
H  0.44  -5.12  0.66  0.13

Output
Total energy in eV: -206497.938
HOMO-LUMO gap (spin up / spin down) in eV: 8.3 / 6.5
⟨S²⟩: 0.756
Multiplicity: 2
Total charge: +1
LUMO (spin up / spin down) in hartree: -0.0846 / -0.1521

Record 2
Below is a molecular structure, C5H9CaO3 in a non-equilibrium geometry, with properties calculated with the ωB97M-V functional and the def2-TZVPD basis.

Each line ends with the Löwdin charge.
Cartesian coordinates (Å):
O  0.34  1.56  -0.50  -0.16
C  -0.25  0.50  -0.22  -0.64
O  -1.54  0.42  -0.40  0.06
C  -2.35  -0.61  0.21  -0.21
C  0.37  -1.80  -0.20  -0.21
H  -0.21  -2.33  0.58  0.04
C  1.78  -2.34  -0.21  -0.22
H  1.72  -3.41  -0.47  0.07
H  2.41  -1.87  -0.98  0.04
H  2.31  -2.27  0.76  0.05
C  -3.78  -0.14  0.20  -0.07
H  -1.99  -0.78  1.23  0.13
H  -2.22  -1.53  -0.37  0.11
H  -3.91  0.76  0.81  0.08
H  -4.42  -0.93  0.61  0.09
H  -4.12  0.07  -0.83  0.09
Ca  2.29  1.13  0.42  1.06
O  0.51  -0.38  0.49  -0.31

Output
Total energy in eV: -29908.802
HOMO-LUMO gap (spin up / spin down) in eV: 5.5 / 6.3
⟨S²⟩: 0.751
Multiplicity: 2
LUMO (spin up / spin down) in hartree: 0.0035 / -0.0095

Record 3
Below is a molecular structure, C4H8O2, with properties calculated with the ωB97M-V functional and the def2-TZVPD basis.

Each line ends with the Löwdin charge.
Cartesian coordinates (Å):
O  -1.25  1.58  -0.33  -0.10
C  -0.88  -0.08  0.35  -0.15
C  -0.38  -0.58  -0.89  -0.16
C  1.12  -0.70  -0.70  -0.21
O  1.42  0.15  0.40  -0.13
C  0.30  0.10  1.26  -0.19
H  -0.54  2.19  -0.07  0.07
H  -1.87  -0.27  0.75  0.14
H  -0.79  0.82  -1.13  0.13
H  -0.94  -1.32  -1.45  0.10
H  1.73  -0.35  -1.55  0.12
H  1.44  -1.74  -0.47  0.12
H  0.34  -0.80  1.92  0.14
H  0.29  0.99  1.90  0.13

Output
Total energy in eV: -8369.109
HOMO-LUMO gap in eV: 9.1
LUMO in hartree: 0.0336

Record 4
Below is 2 unconnected molecules or ions with the total composition C5H15N2O in a non-equilibrium geometry, with properties calculated with the ωB97M-V functional and the def2-TZVPD basis.

Each line ends with the Löwdin charge.
Cartesian coordinates (Å):
C  -0.15  1.65  0.32  -0.17
N  -1.24  0.49  0.42  0.07
C  -0.63  -0.75  -0.25  -0.20
C  -1.09  -1.09  -1.67  -0.13
C  -0.25  -2.25  -2.20  -0.10
O  -0.79  -3.45  -1.68  0.29
C  0.98  1.31  1.14  0.31
N  2.37  3.51  3.33  0.08
H  0.16  1.78  -0.73  0.14
H  -0.68  2.54  0.64  0.16
H  -0.97  0.29  1.40  0.11
H  0.44  -0.56  -0.25  0.09
H  -0.85  -1.63  0.38  0.14
H  -2.14  -1.40  -1.55  0.15
H  -1.10  -0.27  -2.39  0.15
H  0.78  -1.98  -1.87  0.18
H  -0.19  -2.47  -3.27  0.21
H  -0.21  -4.26  -1.59  0.21
H  0.96  1.46  2.22  0.11
H  2.00  1.33  0.76  0.13
H  3.30  3.87  3.12  0.05
H  1.86  4.38  3.25  0.04
H  2.06  2.85  2.63  -0.06

Output
Total energy in eV: -10430.471
HOMO-LUMO gap (spin up / spin down) in eV: 4.7 / 3.0
⟨S²⟩: 0.764
Multiplicity: 2
Total charge: +2
LUMO (spin up / spin down) in hartree: -0.4228 / -0.4941

We obtain molar mass values of 1019.11 157.20 88.11 119.19 g/mol for the records listed above, in that order.